Below is a molecular structure, C20H43MgO14S4 in a non-equilibrium geometry, with properties calculated with wB97M-V/def2-TZVPD.

Each line ends with the Löwdin charge.
Element x y z (Å)
Mg: -1.812 -3.293 1.923  1.2710
O: 0.308 -1.180 -0.165  -0.2503
H: 0.995 -0.768 -0.724  -0.0396
C: 2.086 7.227 1.989  -0.0174
C: 0.776 6.617 2.442  -0.3340
C: 0.680 5.128 2.449  -0.1206
O: -0.077 4.894 3.577  0.0984
C: -0.069 5.902 4.389  -0.5705
O: -0.386 5.858 5.577  0.1238
O: 0.356 7.000 3.750  0.1185
H: 1.982 8.300 2.150  0.0901
H: 2.223 7.076 0.918  0.0905
H: 2.963 6.900 2.547  0.0900
H: 0.076 6.969 1.685  0.1499
H: 1.552 4.475 2.491  0.1435
H: 0.120 4.881 1.548  0.1376
C: -2.360 2.414 -6.300  -0.0167
C: -2.873 3.840 -6.624  -0.3430
C: -1.875 4.962 -6.747  -0.1255
O: -2.131 5.651 -7.931  0.0870
C: -3.152 5.023 -8.569  -0.4088
O: -3.541 5.176 -9.790  0.0709
O: -3.519 3.872 -7.889  0.0664
H: -3.129 1.667 -6.102  0.0847
H: -1.637 2.470 -5.486  0.0800
H: -1.785 2.160 -7.190  0.0893
H: -3.598 4.012 -5.829  0.1413
H: -0.940 4.439 -6.547  0.1351
H: -2.121 5.707 -5.989  0.1393
C: 6.700 0.090 -1.018  -0.0334
C: 6.176 0.471 -2.366  -0.3264
C: 6.164 1.939 -2.640  -0.1588
O: 7.099 2.148 -3.613  0.0734
C: 7.757 0.980 -3.935  -0.4265
O: 8.655 0.818 -4.821  0.0934
O: 7.104 -0.028 -3.313  0.0788
H: 7.684 0.445 -0.712  0.0981
H: 6.776 -0.979 -0.818  0.0887
H: 6.055 0.527 -0.257  0.0871
H: 5.206 0.014 -2.564  0.1558
H: 6.519 2.484 -1.765  0.1311
H: 5.215 2.448 -2.810  0.1387
C: -7.330 1.075 2.171  -0.2572
S: -6.713 -0.052 3.507  0.8330
O: -5.211 -0.340 3.366  -0.6080
C: -6.919 1.176 4.832  -0.2724
H: -8.402 0.922 2.054  0.0521
H: -7.036 0.451 1.327  0.0317
H: -6.951 2.093 2.078  0.0635
H: -6.206 1.966 4.593  0.0572
H: -6.846 0.699 5.809  0.0482
H: -7.910 1.621 4.916  0.0576
C: 2.968 -8.689 -0.714  -0.2644
S: 3.144 -7.051 0.141  0.8358
O: 1.887 -6.668 0.950  -0.6217
C: 4.664 -7.437 1.220  -0.2243
H: 1.959 -8.833 -1.099  0.0491
H: 3.034 -9.594 -0.109  0.0466
H: 3.839 -8.756 -1.367  0.0472
H: 4.544 -8.317 1.852  0.0516
H: 4.869 -6.482 1.702  0.0407
H: 5.436 -7.673 0.488  0.0412
C: -5.313 -7.331 -1.894  -0.2233
S: -4.848 -5.616 -2.564  0.8301
O: -4.185 -5.014 -1.367  -0.6313
C: -3.532 -5.962 -3.791  -0.2518
H: -5.327 -8.026 -2.733  0.0387
H: -6.321 -7.385 -1.484  0.0422
H: -4.692 -7.711 -1.083  0.0503
H: -3.144 -5.094 -4.325  0.0555
H: -3.905 -6.679 -4.522  0.0499
H: -2.791 -6.444 -3.153  0.0477
C: -0.132 -0.247 8.156  -0.2290
S: 1.038 -1.483 7.296  0.8698
O: 0.265 -1.692 5.992  -0.6458
C: 2.481 -0.240 6.982  -0.2408
H: -0.771 0.351 7.506  0.0545
H: 0.469 0.450 8.741  0.0374
H: -0.784 -0.846 8.791  0.0350
H: 2.217 0.635 6.389  0.0482
H: 3.363 -0.675 6.513  0.0358
H: 2.871 0.165 7.916  0.0388

## Properties
ΔE to the lowest compared entry with this formula, charge and spin: 15.687 eV
Charge: +1
Highest occupied orbital energy: -10.91 eV
Energy: -98868.717 eV


Below is a molecular structure, C20H44As2HfNOSi2 in a non-equilibrium geometry, with properties calculated with wB97M-V/def2-TZVPD.

Each line ends with the Löwdin charge.
Element x y z (Å)
Hf: -2.377 -11.724 13.530  1.2623
O: -1.042 -12.958 14.611  -0.2565
C: -0.274 -12.485 15.806  -0.1191
C: -0.951 -13.127 16.968  -0.1169
C: -2.486 -12.865 16.992  -0.0899
C: -3.021 -11.512 16.646  -0.2624
C: -3.258 -10.634 17.660  0.0194
C: -4.123 -9.596 17.451  0.0408
C: -4.601 -9.349 16.155  0.0030
C: -4.286 -10.219 15.134  -0.1214
N: -3.393 -11.247 15.343  -0.1220
H: -0.554 -13.699 14.225  0.1245
H: -0.304 -11.382 15.862  0.1265
H: 0.745 -12.803 15.645  0.1487
H: -0.447 -12.809 17.879  0.1462
H: -0.820 -14.187 16.919  0.1280
H: -2.892 -13.021 18.007  0.1513
H: -3.023 -13.572 16.320  0.1096
H: -2.689 -10.804 18.593  0.1668
H: -4.461 -8.938 18.281  0.1614
H: -5.297 -8.512 15.928  0.1524
H: -4.821 -10.222 14.170  0.1379
C: -3.189 -8.210 10.730  -0.1323
C: -2.385 -8.355 12.019  -0.4175
As: -1.038 -9.774 12.174  1.1097
C: 0.078 -9.792 10.525  -0.3740
C: 0.916 -8.542 10.126  -0.1260
C: 0.098 -8.945 13.538  -0.4155
C: -0.637 -8.422 14.787  -0.1480
H: -4.164 -7.712 10.896  0.0984
H: -3.427 -9.145 10.244  0.0611
H: -2.643 -7.596 10.005  0.0879
H: -3.059 -8.507 12.840  0.0283
H: -1.833 -7.420 12.227  0.0933
H: -0.634 -10.034 9.702  0.0784
H: 0.783 -10.627 10.629  0.0689
H: 0.386 -7.598 10.323  0.0724
H: 1.189 -8.553 9.049  0.1015
H: 1.893 -8.486 10.665  0.0906
H: 0.635 -8.100 13.091  0.0919
H: 0.835 -9.651 13.838  0.0523
H: -1.271 -7.563 14.531  0.0762
H: 0.045 -8.068 15.586  0.1037
H: -1.306 -9.210 15.227  0.0362
C: -1.052 -14.129 8.608  -0.1899
Si: -2.377 -14.744 9.826  0.1267
C: -1.739 -16.324 10.591  -0.1773
C: -3.849 -15.051 8.759  -0.2082
As: -2.893 -13.228 11.290  0.7282
Si: -3.984 -14.420 13.058  0.2325
C: -5.211 -15.561 12.141  -0.1901
C: -2.813 -15.581 14.054  -0.1980
C: -5.191 -13.625 14.255  -0.2167
H: -0.498 -15.006 8.327  0.0369
H: -0.398 -13.343 8.972  0.0119
H: -1.501 -13.699 7.689  0.0536
H: -2.358 -17.160 10.236  0.0592
H: -1.802 -16.369 11.702  0.0079
H: -0.719 -16.483 10.271  0.0391
H: -3.479 -15.011 7.732  0.0483
H: -4.634 -14.280 8.827  0.0445
H: -4.286 -16.016 8.951  0.0372
H: -4.707 -16.411 11.656  0.0418
H: -5.842 -15.054 11.389  0.0555
H: -5.901 -16.002 12.837  0.0389
H: -2.704 -16.564 13.575  0.0429
H: -3.267 -15.719 15.027  0.0361
H: -1.781 -15.223 14.211  0.0051
H: -5.801 -14.444 14.601  0.0521
H: -5.847 -12.902 13.731  0.0594
H: -4.800 -13.158 15.160  -0.0056

## Properties
ΔE to the lowest compared entry with this formula, charge and spin: 0.196 eV
Charge: +3
Highest occupied orbital energy (spin up / spin down): -16.61 / -16.61 eV
Energy: -163704.022 eV